{"formula": "C25H30ClN5NaO5S4", "method": "ωB97M-V with the def2-TZVPD basis set", "species": ["Na", "C", "C", "S", "C", "C", "S", "C", "C", "S", "C", "C", "S", "H", "H", "H", "H", "H", "H", "H", "H", "H", "H", "H", "H", "H", "H", "H", "H", "O", "C", "O", "C", "C", "Cl", "N", "N", "C", "C", "O", "O", "C", "C", "C", "C", "C", "C", "H", "H", "H", "H", "H", "H", "N", "C", "C", "N", "C", "C", "N", "H", "H", "H", "H", "H", "C", "C", "O", "H", "H", "H"], "xyz": [[0.517, -1.069, -2.201], [3.277, -1.565, 1.597], [3.423, -2.358, 0.304], [3.216, -1.443, -1.238], [4.457, -0.146, -1.086], [4.376, 0.792, -2.288], [2.967, 1.927, -2.308], [3.361, 2.992, -0.890], [2.104, 3.294, -0.075], [1.318, 1.820, 0.619], [2.356, 1.597, 2.089], [1.875, 0.400, 2.910], [1.560, -1.110, 1.963], [3.872, -0.654, 1.547], [3.669, -2.162, 2.425], [2.663, -3.140, 0.242], [4.399, -2.849, 0.302], [5.452, -0.599, -1.046], [4.303, 0.420, -0.165], [4.272, 0.221, -3.212], [5.298, 1.373, -2.360], [3.795, 3.931, -1.243], [4.107, 2.504, -0.262], [1.351, 3.764, -0.708], [2.330, 3.996, 0.731], [2.300, 2.495, 2.708], [3.401, 1.467, 1.793], [0.927, 0.641, 3.393], [2.597, 0.189, 3.703], [-2.469, -6.058, 0.352], [-2.989, -5.286, 1.273], [-3.711, -5.712, 2.149], [-2.672, -3.823, 1.191], [-3.241, -2.862, 1.998], [-4.333, -3.065, 3.291], [-2.715, -1.654, 1.658], [-1.802, -1.798, 0.673], [-1.759, -3.078, 0.380], [-0.780, -3.529, -0.697], [-0.930, -4.693, -1.136], [0.109, -2.721, -1.012], [-2.920, -0.341, 2.164], [-1.877, 0.571, 2.011], [-2.017, 1.867, 2.476], [-3.188, 2.269, 3.105], [-4.231, 1.365, 3.232], [-4.112, 0.065, 2.755], [-1.857, -5.530, -0.293], [-0.976, 0.261, 1.501], [-1.200, 2.561, 2.322], [-3.295, 3.282, 3.472], [-5.161, 1.666, 3.697], [-4.946, -0.611, 2.842], [-3.953, 2.304, -0.307], [-2.798, 2.197, -1.061], [-2.221, 0.941, -1.316], [-1.152, 0.813, -2.074], [-0.637, 1.928, -2.615], [-1.207, 3.155, -2.349], [-2.279, 3.306, -1.566], [-4.064, 1.602, 0.410], [-4.107, 3.240, 0.036], [-2.636, 0.039, -0.882], [0.212, 1.812, -3.277], [-0.791, 4.058, -2.784], [-0.514, -1.050, -4.970], [0.691, -0.064, -4.888], [1.474, -0.341, -3.949], [-0.593, -1.410, -5.999], [-1.428, -0.480, -4.769], [-0.467, -1.924, -4.292]], "total_charge": -1}

=====

{"formula": "C33H28AgAsBrN6O10", "method": "ωB97M-V with the def2-TZVPD basis set", "species": ["Ag", "O", "C", "C", "C", "N", "C", "Br", "C", "H", "H", "H", "H", "C", "C", "N", "O", "C", "C", "N", "O", "H", "H", "H", "H", "H", "H", "H", "O", "N", "O", "C", "C", "C", "C", "O", "C", "C", "N", "O", "O", "N", "O", "O", "H", "H", "C", "C", "C", "C", "C", "C", "As", "C", "C", "C", "C", "C", "C", "C", "C", "C", "C", "C", "C", "H", "H", "H", "H", "H", "H", "H", "H", "H", "H", "H", "H", "H", "H", "H"], "xyz": [[12.042, 9.405, 14.832], [11.069, 13.402, 21.916], [11.268, 13.521, 20.566], [12.115, 12.617, 19.891], [12.272, 12.842, 18.558], [11.904, 13.973, 17.970], [11.181, 14.869, 18.644], [10.775, 16.550, 17.787], [10.861, 14.756, 19.975], [11.788, 12.760, 22.140], [12.437, 11.698, 20.340], [12.879, 12.147, 17.981], [10.265, 15.486, 20.493], [15.265, 7.771, 17.539], [14.732, 8.270, 16.238], [13.678, 7.809, 15.549], [13.383, 6.408, 15.860], [15.111, 9.601, 15.675], [16.508, 10.082, 15.571], [14.195, 10.502, 15.325], [14.586, 11.616, 15.019], [16.160, 8.383, 17.770], [15.419, 6.654, 17.496], [14.488, 7.894, 18.221], [12.346, 6.383, 15.803], [16.500, 10.754, 14.766], [17.158, 9.262, 15.388], [16.849, 10.693, 16.502], [7.653, 6.461, 21.808], [7.961, 6.760, 20.633], [7.338, 6.370, 19.608], [9.012, 7.649, 20.481], [9.672, 8.203, 21.561], [10.873, 8.845, 21.339], [11.545, 8.676, 20.112], [12.778, 8.405, 19.988], [10.652, 8.469, 19.045], [9.495, 7.760, 19.187], [11.183, 8.990, 17.751], [12.287, 9.597, 17.783], [10.631, 8.717, 16.657], [11.431, 9.623, 22.431], [10.847, 9.381, 23.515], [12.388, 10.457, 22.320], [9.303, 7.992, 22.589], [8.953, 7.412, 18.370], [12.277, 9.003, 8.650], [13.144, 9.646, 9.538], [12.773, 10.205, 10.782], [11.408, 10.040, 11.217], [10.478, 9.426, 10.331], [10.875, 9.091, 8.995], [10.826, 10.467, 13.015], [11.308, 12.419, 13.099], [11.649, 13.131, 12.015], [12.230, 14.363, 12.222], [12.414, 14.979, 13.448], [11.925, 14.249, 14.542], [11.424, 12.981, 14.355], [8.906, 10.593, 12.899], [8.243, 11.299, 11.874], [6.842, 11.468, 11.972], [6.129, 10.924, 13.049], [6.805, 10.197, 14.051], [8.219, 10.112, 14.053], [12.593, 8.508, 7.760], [14.222, 9.773, 9.273], [13.500, 10.777, 11.380], [9.413, 9.504, 10.548], [10.103, 8.867, 8.284], [11.536, 12.756, 11.017], [12.515, 14.980, 11.375], [12.963, 15.877, 13.579], [11.936, 14.650, 15.535], [11.154, 12.430, 15.226], [8.777, 11.667, 10.975], [6.370, 12.043, 11.215], [5.030, 11.163, 13.095], [6.264, 9.602, 14.782], [8.623, 9.633, 14.898]], "total_charge": -1}

=====

{"formula": "C50H46N10O20", "method": "ωB97M-V with the def2-TZVPD basis set", "species": ["O", "N", "O", "C", "C", "C", "C", "C", "C", "H", "H", "H", "H", "H", "O", "N", "O", "C", "C", "C", "C", "C", "C", "H", "H", "H", "H", "H", "O", "N", "O", "C", "C", "C", "C", "C", "C", "H", "H", "H", "H", "H", "O", "N", "O", "C", "C", "C", "C", "C", "C", "H", "H", "H", "H", "H", "O", "N", "O", "C", "C", "C", "C", "C", "C", "H", "H", "H", "H", "H", "O", "N", "O", "C", "C", "C", "C", "C", "C", "H", "H", "H", "H", "H", "O", "N", "O", "C", "C", "C", "C", "C", "C", "H", "H", "H", "H", "H", "O", "N", "O", "C", "C", "C", "C", "C", "C", "H", "H", "H", "H", "H", "C", "N", "O", "O", "H", "H", "H", "C", "N", "O", "O", "H", "H", "H"], "xyz": [[17.214, 16.106, 18.848], [16.324, 16.778, 18.257], [15.380, 17.250, 18.869], [16.487, 17.021, 16.808], [15.956, 18.211, 16.264], [16.086, 18.421, 14.924], [16.879, 17.571, 14.177], [17.481, 16.418, 14.680], [17.259, 16.196, 16.057], [15.424, 18.896, 16.947], [15.588, 19.253, 14.469], [17.077, 17.827, 13.138], [18.066, 15.718, 14.139], [17.680, 15.350, 16.645], [14.626, 20.128, 7.518], [15.281, 19.194, 7.984], [15.321, 18.073, 7.582], [16.210, 19.474, 9.119], [16.159, 20.731, 9.728], [17.085, 20.940, 10.787], [18.021, 19.982, 11.194], [17.919, 18.715, 10.651], [17.069, 18.471, 9.607], [15.407, 21.467, 9.477], [17.080, 21.881, 11.302], [18.781, 20.195, 11.937], [18.593, 17.950, 11.038], [17.007, 17.478, 9.206], [12.119, 19.813, 17.098], [12.053, 21.054, 17.125], [11.405, 21.642, 18.001], [12.643, 21.721, 15.989], [12.932, 20.918, 14.883], [13.507, 21.510, 13.701], [13.688, 22.867, 13.685], [13.343, 23.599, 14.819], [12.807, 23.105, 15.953], [12.815, 19.839, 14.952], [13.734, 20.793, 12.928], [14.093, 23.349, 12.823], [13.539, 24.652, 14.694], [12.658, 23.789, 16.764], [11.218, 16.625, 16.848], [10.455, 17.464, 16.349], [10.461, 17.759, 15.152], [9.494, 18.140, 17.247], [8.708, 19.136, 16.719], [7.780, 19.762, 17.534], [7.663, 19.406, 18.890], [8.494, 18.415, 19.405], [9.504, 17.861, 18.613], [8.805, 19.370, 15.662], [7.130, 20.510, 17.079], [6.769, 19.754, 19.402], [8.363, 18.043, 20.425], [10.293, 17.206, 18.915], [12.315, 14.403, 10.061], [11.620, 13.464, 9.722], [10.924, 13.472, 8.723], [11.777, 12.113, 10.456], [10.941, 11.104, 10.153], [11.018, 9.894, 10.844], [11.936, 9.767, 11.866], [12.823, 10.797, 12.170], [12.729, 12.000, 11.482], [10.240, 11.225, 9.339], [10.296, 9.114, 10.575], [11.988, 8.809, 12.347], [13.611, 10.617, 12.898], [13.318, 12.853, 11.803], [18.635, 12.715, 19.052], [17.732, 12.374, 18.320], [17.851, 11.718, 17.270], [16.362, 12.738, 18.763], [15.340, 12.607, 17.846], [14.119, 13.068, 18.267], [13.906, 13.435, 19.573], [14.921, 13.530, 20.499], [16.174, 13.183, 20.048], [15.637, 12.258, 16.868], [13.212, 13.177, 17.605], [12.905, 13.763, 19.822], [14.730, 13.833, 21.508], [17.115, 13.257, 20.603], [10.314, 14.113, 18.749], [9.451, 13.583, 18.075], [8.339, 13.345, 18.499], [9.749, 13.089, 16.711], [8.857, 12.279, 16.022], [9.196, 11.864, 14.755], [10.410, 12.263, 14.197], [11.256, 13.070, 14.866], [10.894, 13.524, 16.122], [7.963, 12.023, 16.463], [8.562, 11.196, 14.222], [10.598, 11.923, 13.225], [12.197, 13.418, 14.459], [11.630, 14.155, 16.635], [14.245, 17.998, 10.854], [13.727, 17.848, 11.955], [13.014, 18.688, 12.516], [13.938, 16.593, 12.704], [14.712, 15.623, 12.131], [15.006, 14.505, 12.816], [14.591, 14.399, 14.158], [13.839, 15.391, 14.795], [13.492, 16.503, 14.020], [15.063, 15.811, 11.123], [15.538, 13.722, 12.304], [14.867, 13.525, 14.717], [13.505, 15.447, 15.798], [12.868, 17.321, 14.418], [18.801, 10.850, 14.556], [17.683, 11.773, 14.292], [16.559, 11.311, 14.227], [17.978, 12.951, 14.125], [18.553, 9.848, 14.275], [19.083, 10.862, 15.597], [19.757, 11.167, 14.096], [14.944, 15.092, 8.506], [15.861, 13.954, 8.918], [15.645, 12.833, 8.441], [16.807, 14.234, 9.646], [14.155, 15.228, 9.241], [14.468, 14.814, 7.576], [15.430, 16.037, 8.477]], "smiles": "O=[N+]([O-])c1ccccc1.O=[N+]([O-])c1ccccc1.O=[N+]([O-])c1ccccc1.O=[N+]([O-])c1ccccc1.O=[N+]([O-])c1ccccc1.O=[N+]([O-])c1ccccc1.O=[N+]([O-])c1ccccc1.O=[N+]([O-])c1ccccc1.C[N+](=O)[O-].C[N+](=O)[O-]"}

=====

| no. | highest occupied orbital energy (eV) | HOMO-LUMO gap (eV) |
| --- | --- | --- |
| 1 | -2.70 | 4.5 |
| 2 | -4.34 | 5.2 |
| 3 | -9.75 | 9.0 |